--- P ---
A 8-piece molecular cluster, C12H40O14 overall, computed with ωB97M-V with the def2-TZVPD basis set.

Calculated values
SMILES string	OCCO.OCCO.OCCO.OCCO.OCCO.OCCO.O.O
E_LUMO	0.289	eV
charge	0
HOMO energy	-9.83	eV
orbital gap	10.11	eV

Atoms and positions in Å:
H1 -2.3862 3.2764 1.2303
C1 -1.3422 -3.0706 -0.2987
H2 -2.4192 1.6524 0.6063
C2 -0.4582 -2.8156 -1.4977
H3 4.6608 3.3204 0.8683
H4 2.3178 0.4854 3.7683
O1 2.2528 -1.3026 1.6133
O2 -1.8472 -0.0986 -1.4247
H5 -1.1012 4.1254 -0.6227
H6 0.0448 -1.8646 -1.4437
C3 2.1288 0.7254 -1.6297
H7 -0.4862 -0.2376 -0.0347
H8 -0.1322 1.0024 0.8263
O3 4.1538 2.5734 0.8003
H9 -7.8692 0.6884 0.8023
H10 2.0268 2.8884 2.4103
H11 1.9198 -0.2696 -1.2477
H12 4.5868 2.5094 2.7393
H13 3.7108 0.4374 -3.1247
H14 4.3448 0.9044 2.0253
O4 2.3658 1.4604 3.7593
O5 -0.0722 0.0534 0.7653
H15 0.1318 3.5824 1.3993
H16 -4.0722 3.1034 0.0003
H17 -1.5782 -0.9346 -1.8427
H18 1.5248 -3.2096 0.9613
H19 -4.7402 0.4284 1.1233
H20 -3.2982 -0.6216 -0.3917
H21 1.4428 -0.8986 1.4663
H22 3.9178 -3.3496 1.8783
O6 -3.3142 3.0574 -0.5167
O7 1.2068 0.9584 -2.6737
H23 4.5638 -2.2876 0.5413
H24 0.1398 -3.6216 -1.8117
H25 -2.3972 -2.7066 -0.3377
C4 2.2688 -2.4536 0.7973
H26 -0.9132 -2.3696 -3.2927
O8 3.7398 -4.0526 -0.1357
H27 -4.8732 0.8314 -0.6817
O9 -1.4552 -4.4476 -0.1687
H28 3.8558 -3.6746 -0.9907
C5 -2.2672 2.6974 0.3143
C6 -4.9792 0.0894 0.0943
O10 -7.2752 0.7294 0.0153
C7 3.6958 -2.9926 0.8473
H29 -2.1042 -4.4966 0.5613
H30 -0.8642 -2.7826 0.5693
C8 -0.8922 3.1114 -0.2277
C9 3.9488 1.9414 2.0293
H31 -0.7782 2.4044 -0.9977
O11 -1.3572 -2.5216 -2.4977
H32 1.9548 1.4554 -0.8007
H33 3.7568 1.8774 -2.1957
H34 -6.6082 -0.9396 -0.9037
C10 2.4518 1.9184 2.3913
H35 1.9598 1.2134 1.7333
O12 -4.1072 -0.9706 -0.0427
H36 1.2228 1.8884 -2.8757
H37 2.1038 -2.1886 -0.2187
H38 4.5208 0.6944 -0.2897
C11 3.5968 0.8084 -2.0697
O13 0.1178 2.9174 0.7543
H39 -1.8412 0.5814 -2.1337
C12 -6.4392 -0.3836 -0.0067
H40 -6.7392 -1.0016 0.7783
O14 4.3718 0.1734 -1.0397

--- Q ---
A 8-piece molecular cluster, C12H40O14 overall, computed with ωB97M-V with the def2-TZVPD basis set.

Calculated values
SMILES string	OCCO.OCCO.OCCO.OCCO.OCCO.OCCO.O.O
E_LUMO	-0.520	eV
charge	0
HOMO energy	-9.09	eV
orbital gap	8.57	eV

Atoms and positions in Å:
H1 -1.4510 2.0730 33.4590
H2 -8.5090 -0.2960 32.5150
H3 -10.3560 0.9270 32.4930
O1 -12.7690 -0.2010 31.6550
H4 -4.6090 1.8630 29.1900
H5 -13.4540 -0.8640 31.3400
H6 -11.1170 -0.7770 30.6830
O2 -4.4280 1.6790 32.3630
O3 -7.4370 -4.0300 32.8870
O4 -5.7910 1.6130 27.6000
H7 -7.0900 -5.9640 31.2080
C1 -6.2260 0.2950 29.5680
H8 -11.5850 -1.9280 31.8580
H9 -6.0780 0.8620 32.7640
H10 -5.3780 -1.1970 34.3890
O5 -2.5150 0.4030 33.9000
O6 -9.3100 -0.8610 32.3820
H11 -3.3060 0.9010 33.5400
H12 -4.8870 1.6960 27.2500
O7 0.8760 1.3800 34.0280
H13 -7.7960 1.9120 33.1600
H14 -7.2940 0.2260 29.5700
H15 -5.6480 -2.1860 30.6860
O8 -5.8620 -2.0860 31.6200
O9 -8.0940 6.1800 32.3290
H16 -6.4380 -0.6190 32.5460
H17 1.6500 0.8140 33.9690
H18 -6.7310 -3.4310 32.9060
H19 -4.1650 -1.0850 32.0080
C2 -1.4260 1.2220 34.1520
H20 -6.0190 0.1080 30.6040
C3 -7.6810 3.8570 32.7890
H21 -7.6090 -5.9560 33.6140
H22 -5.5080 -5.0960 31.4330
O10 -6.8060 0.2660 32.8200
H23 -3.6970 1.4890 31.7730
H24 -6.1050 -7.8010 32.1500
H25 -5.5410 -0.2420 27.9910
C4 -0.1610 0.4270 33.9890
H26 -6.0400 -5.2110 33.9050
H27 -4.1980 2.5040 32.7520
H28 -10.7490 -0.2950 33.6650
H29 -3.8760 -2.7260 32.0320
H30 -9.6210 4.8430 32.5380
C5 -6.8130 -5.2840 33.1990
C6 -5.6420 1.5870 29.0040
O11 -5.5360 -6.9970 32.2040
H31 -8.8160 5.3960 33.9660
H32 -5.2720 -2.9840 34.2690
H33 -0.1310 -0.2100 33.1140
C7 -8.6320 5.0380 32.9720
C8 -11.4910 -0.8660 31.6940
H34 -7.4510 3.7400 31.7530
H35 -8.1570 6.0570 31.3680
H36 -3.0830 -1.0990 34.0920
O12 -3.5110 -1.8840 34.5620
O13 -8.3910 2.6490 33.0220
O14 -5.4990 -0.6490 28.8490
C9 -10.4930 -0.1790 32.5730
H37 -6.1290 2.3730 29.4780
C10 -4.8040 -1.9920 33.9340
H38 -0.0360 -0.1940 34.8270
C11 -4.6430 -2.0010 32.3650
C12 -6.2420 -5.8040 31.9100
H39 -1.6090 1.5850 35.1750
H40 -6.7130 3.8360 33.3850

It is Q that is the least stable of them.

--- P ---
A 15-piece molecular cluster, C5H39NO14 overall, computed with ωB97M-V with the def2-TZVPD basis set.

Calculated values
E_LUMO	-0.236	eV
charge	0
HOMO energy	-9.81	eV
orbital gap	9.58	eV

Atoms and positions in Å:
H1 -0.7106 0.5500 -3.4186
H2 -0.2570 1.1397 4.7074
O1 0.9837 -0.0490 -2.5831
H3 2.9228 -1.0237 0.7189
O2 -3.0673 0.3425 -0.2513
H4 -0.7076 1.3553 1.6638
H5 -0.4817 -1.4329 3.6570
H6 2.0024 -1.1976 2.4378
H7 -4.3871 -0.5540 -3.7228
H8 1.5036 0.6918 -2.9131
H9 4.0506 3.8781 -1.6950
H10 1.2166 -3.9460 1.4817
O3 2.0311 1.6361 0.6137
H11 -0.1472 0.1018 -0.3375
H12 1.8149 1.2808 2.9156
H13 -2.9594 -0.5324 -3.7999
H14 2.7870 5.1466 -0.2161
H15 3.8000 -1.5482 -2.7769
O4 3.4350 3.2016 -1.9781
C1 -1.0397 1.4523 2.6783
H16 0.0311 -2.4918 -1.5568
H17 -3.7116 -2.0816 1.4365
O5 -3.7055 -0.3431 -4.3708
O6 -0.1839 -3.3524 -1.9208
H18 3.6919 0.1905 0.0425
H19 1.3202 5.0501 0.0974
C2 -2.3493 2.1403 2.9407
O7 3.5155 -0.7546 0.0182
C3 1.2382 0.5095 3.4314
H20 -3.1474 1.5616 2.4742
O8 -0.3340 0.9989 -0.6137
H21 -0.4160 1.0281 -1.5674
O9 4.5107 -2.1840 -2.8445
O10 -3.9194 -2.9333 1.0506
H22 0.8569 -0.4644 1.4254
H23 -0.4400 -3.8922 -1.1633
H24 1.2947 1.0551 0.8091
O11 1.9322 5.0485 -0.6475
H25 -2.3538 3.1761 2.6003
H26 -1.3464 1.6903 -4.3215
H27 -0.1625 -3.2774 1.0777
O12 -3.0614 -2.3047 -2.3852
O13 0.4135 -4.0258 0.9649
H28 -3.4484 -2.6238 -1.5637
H29 4.4753 -2.7925 -2.1061
H30 2.5786 3.6433 -1.9533
H31 1.5811 -0.7578 -2.3249
H32 -4.6739 -3.3318 1.4866
N1 0.0403 -1.7521 2.8501
C4 1.0174 -0.7170 2.4763
H33 -2.2785 -2.8377 -2.5797
O14 -0.7037 1.4832 -3.6376
H34 1.7993 0.3897 4.3563
H35 -2.5103 2.1821 4.0218
H36 -2.5802 1.1488 -0.0862
H37 1.6464 2.2246 -0.0435
C5 -0.2078 1.0700 3.6290
H38 -0.5978 -1.8510 2.0829
H39 -2.6016 -0.3144 -0.7671

--- Q ---
A 15-piece molecular cluster, C5H39NO14 overall, computed with ωB97M-V with the def2-TZVPD basis set.

Calculated values
E_LUMO	-0.351	eV
charge	0
HOMO energy	-8.43	eV
orbital gap	8.07	eV

Atoms and positions in Å:
O1 -3.4423 -0.0775 -3.6681
O2 1.4201 -0.5767 3.6069
H1 0.0782 2.7650 -1.4637
H2 -1.0803 1.2221 1.7405
H3 -4.0393 0.3777 -3.0670
C1 0.5132 0.6598 -1.4485
H4 1.8202 1.8298 3.2193
O3 -0.5690 -3.1448 -2.3615
H5 0.4817 -0.5940 3.9013
H6 -0.2772 -3.7458 -3.0490
O4 1.8241 2.7239 2.8292
N1 -1.1002 -0.7900 -0.3618
H7 3.2526 -1.0193 2.0859
H8 2.9636 -2.8450 -1.2354
H9 2.6147 3.3398 -1.2327
O5 -0.7865 0.7316 -4.7536
O6 4.3793 -1.7458 -1.1728
H10 1.7844 -3.4014 -0.3652
H11 0.5108 -1.7048 1.6335
H12 1.6165 -1.2408 -1.8248
H13 -1.1022 1.2672 -0.1655
O7 0.5701 -2.5700 1.2086
C2 1.0668 -0.4215 -2.3111
H14 1.7838 0.0308 -2.9984
H15 2.7172 1.5703 -0.6862
C3 2.1181 2.4681 -0.8037
O8 -1.1706 -0.8501 4.3237
H16 4.1075 -0.9130 -1.5791
O9 -4.1585 -1.3268 -0.1106
H17 0.1673 -2.6262 -2.0296
H18 -2.4950 3.2381 2.6018
H19 4.1534 -1.5577 -0.2369
H20 -1.5867 -0.0772 4.7154
O10 -0.8949 4.5206 1.3386
C4 -0.6099 0.4982 -0.7483
H21 -2.5435 1.0044 2.0488
H22 -1.8384 -1.0858 3.6705
O11 -1.6740 0.6023 2.1741
O12 3.3063 -1.6593 1.3612
H23 -0.6169 0.4701 -3.8441
H24 -1.3296 -1.3015 -1.2157
H25 -2.9628 -0.6501 -3.0568
O13 -3.0454 2.9983 1.8527
H26 2.0413 3.1666 3.6639
H27 -3.5030 3.8046 1.5976
O14 2.2086 -3.4686 -1.2260
H28 -1.9892 -0.7559 0.1228
H29 -3.9176 -2.2433 -0.0060
H30 1.6847 2.8807 0.1086
H31 1.7033 -1.4653 3.8430
H32 1.2274 2.2826 -2.7314
H33 -0.3103 4.2347 2.0498
H34 -0.9856 3.7833 0.7524
H35 2.3628 -1.9047 1.3421
H36 -0.1621 -2.4876 0.5747
H37 -4.9670 -0.9902 0.2599
H38 0.3731 -1.0434 -2.8802
C5 0.8993 2.0986 -1.7095
H39 -1.6461 0.3400 -4.9348

It is P that is the least stable of them.

--- P ---
A 2-piece molecular cluster, CH3FOS overall, computed with ωB97M-V with the def2-TZVPD basis set.

Calculated values
E_LUMO	-0.774	eV
charge	0
HOMO energy	-8.70	eV
orbital gap	7.93	eV

Atoms and positions in Å:
F1 -1.8611 -0.9403 -0.5240
H1 0.7881 -0.4965 1.2077
H2 1.1898 1.3335 0.6547
H3 0.3073 -0.6652 -1.2259
O1 0.8975 0.0122 -0.8626
C1 0.6522 0.3361 0.4083
S1 -1.9738 0.4202 0.3418

--- Q ---
One molecule with the formula CH3FOS, computed with ωB97M-V with the def2-TZVPD basis set.

Calculated values
SMILES string	CSOF
E_LUMO	0.057	eV
charge	0
HOMO energy	-9.85	eV
orbital gap	9.91	eV

Atoms and positions in Å:
H1 -0.3970 0.8790 0.6265
H2 0.4833 -0.6377 0.5239
S1 1.6848 1.0447 -0.4392
H3 -0.3389 -0.1514 -0.9077
O1 2.7019 -0.4115 -0.2389
C1 0.1378 0.1702 0.0005
F1 3.3758 -0.4672 0.9468

It is Q that is the least stable of them.